No. 1
Here is an isolated ion of composition C3H9N5O2 and charge +2 in a non-equilibrium geometry from OMol25. Energies are from wB97M-V/def2-TZVPD.

Geometry as XYZ:
```
19
Properties=species:S:1:pos:R:3
C -0.302 0.006 0.176
C 0.937 -1.004 0.025
C -0.649 1.165 -0.472
N 1.114 -2.155 0.524
N -1.839 1.631 -0.174
N 2.268 -0.494 -0.670
N 0.199 1.859 -1.246
N -1.172 -0.608 1.277
O 2.254 0.567 -1.168
O 3.205 -1.186 -0.384
H 0.448 -2.835 1.075
H 1.984 -2.599 0.223
H -2.624 1.028 0.185
H -2.292 2.575 -0.463
H 1.080 1.537 -1.568
H -0.249 2.673 -1.595
H -2.038 -0.401 0.800
H -1.241 -0.156 2.154
H -1.083 -1.600 1.299
```

Properties
- Energy relative to the best compared isomer or geometry (same formula, charge and spin): 3.153 eV
- Calculated total energy: -14779.5500 eV
- LUMO: -9.4544 eV
- Charge: +2

---

No. 2
Here is a 2-piece molecular cluster, C3H9N5P4 overall in a non-equilibrium geometry from OMol25. Energies are from wB97M-V/def2-TZVPD.

Geometry as XYZ:
```
21
Properties=species:S:1:pos:R:3
C 1.933 1.870 -1.744
C 0.390 -2.042 2.215
C 1.382 1.089 -0.520
N -2.974 1.541 0.177
N -3.377 -0.806 -0.711
N -0.910 0.275 1.339
N -1.215 -2.043 -0.127
N 1.690 -0.283 -0.465
P -4.037 0.423 0.053
P -2.329 -1.792 -1.301
P -1.417 1.723 0.656
P -0.513 -1.168 0.903
H 2.143 1.396 -2.792
H 1.498 2.834 -1.821
H 2.947 1.991 -1.471
H 1.152 -2.712 1.760
H 0.756 -1.401 3.017
H -0.308 -2.874 2.460
H 1.487 1.396 0.544
H 0.157 1.315 -0.788
H 1.546 -0.730 -1.385
```

Properties
- Energy relative to the best compared isomer or geometry (same formula, charge and spin): 2.604 eV
- Calculated total energy: -47860.0726 eV
- LUMO (spin up / spin down): -1.4032 / -1.4030 eV

---

> Which of these has the lowest calculated total energy?

C3H9N5P4